# 1
{"formula": "C34H43CrN2O3P2S", "method": "ωB97M-V/def2-TZVPD", "species": ["Cr", "C", "C", "C", "P", "C", "C", "C", "C", "C", "C", "C", "C", "C", "N", "C", "C", "C", "C", "C", "C", "P", "C", "C", "C", "C", "C", "C", "H", "H", "H", "H", "H", "H", "H", "H", "H", "H", "H", "H", "H", "H", "H", "H", "H", "H", "H", "H", "H", "H", "H", "H", "H", "H", "H", "H", "H", "H", "H", "H", "H", "H", "H", "H", "C", "C", "O", "C", "C", "C", "C", "C", "C", "O", "H", "H", "H", "H", "H", "H", "H", "O", "C", "S", "C", "N"], "xyz": [[0.94260, 0.20209, -0.41700], [-2.99309, 0.92234, 5.32373], [-3.35385, 0.27686, 3.98543], [-3.42730, -1.24023, 4.15309], [-2.05585, 0.71102, 2.71205], [-2.50840, 2.45879, 2.19169], [-1.93018, 3.48525, 3.17385], [-3.96264, 2.80348, 1.88563], [-2.64180, -0.23298, 1.25094], [-4.00221, -0.28757, 0.91937], [-4.45702, -0.95215, -0.20337], [-3.53770, -1.58592, -1.03357], [-2.19770, -1.58027, -0.70542], [-1.73076, -0.92726, 0.44218], [-0.34528, -1.00236, 0.72436], [0.05775, -1.95635, 1.58847], [-0.83639, -2.87489, 2.21215], [-0.40098, -3.80125, 3.12993], [0.94300, -3.89215, 3.50334], [1.83702, -3.03008, 2.89647], [1.43597, -2.09859, 1.93964], [2.55615, -0.90033, 1.20895], [4.03812, -1.76550, 0.49990], [4.91990, -2.56139, 1.46222], [3.61002, -2.65379, -0.66547], [3.26615, 0.02231, 2.65346], [2.18305, 0.43767, 3.64738], [4.08367, 1.21400, 2.15599], [-3.69877, 0.60832, 6.09830], [-1.99180, 0.61467, 5.63580], [-3.00671, 2.01070, 5.27970], [-4.33635, 0.64610, 3.67408], [-2.43625, -1.65494, 4.35531], [-4.07821, -1.49383, 4.99516], [-3.81314, -1.72987, 3.25963], [-1.95256, 2.55167, 1.25249], [-2.59748, 3.63107, 4.02564], [-0.95432, 3.18554, 3.55908], [-1.81824, 4.45609, 2.68403], [-4.60441, 2.65419, 2.75871], [-4.03570, 3.85954, 1.60842], [-4.35884, 2.21928, 1.05767], [-4.72463, 0.19211, 1.56877], [-5.51570, -0.97148, -0.43306], [-3.86726, -2.08906, -1.93452], [-1.46327, -2.06454, -1.33617], [-1.88617, -2.83585, 1.95548], [-1.12845, -4.47127, 3.57625], [1.27396, -4.61269, 4.23939], [2.88152, -3.06797, 3.18376], [4.63101, -0.93676, 0.09519], [4.43223, -3.49406, 1.74836], [5.85222, -2.82744, 0.95714], [5.18338, -2.01626, 2.36898], [2.89657, -3.41135, -0.33154], [3.14753, -2.08145, -1.46671], [4.48151, -3.17151, -1.07561], [3.93207, -0.66890, 3.17832], [1.44181, 1.09873, 3.20293], [1.64596, -0.42771, 4.03382], [2.64145, 0.96625, 4.48811], [3.47774, 1.86350, 1.52014], [4.44400, 1.80897, 2.99915], [4.95131, 0.89766, 1.57372], [3.23516, 2.96153, -2.83358], [2.01998, 2.38617, -2.14456], [2.25039, 1.42643, -1.38152], [0.72035, 2.95975, -2.37951], [0.61958, 4.17721, -3.09531], [-0.58065, 4.77950, -3.34535], [-1.76120, 4.15248, -2.89436], [-1.71572, 2.97292, -2.21303], [-0.47849, 2.32474, -1.92026], [-0.51198, 1.22381, -1.27459], [4.05285, 2.25540, -2.71605], [3.51642, 3.90819, -2.36641], [3.05125, 3.14483, -3.89025], [1.52393, 4.65754, -3.44503], [-0.62565, 5.71464, -3.88710], [-2.72184, 4.61124, -3.10011], [-2.61289, 2.46643, -1.87956], [0.93030, 3.07465, 1.46435], [0.45409, 2.07551, 1.22612], [0.89730, -1.58930, -2.54058], [0.15515, -0.61250, -3.67340], [-0.35904, 0.05970, -4.46962]], "e_tot_ha": -3782.15751, "largest_force_ha_per_bohr": 0.0131, "spin_multiplicity": 5, "gap_ev": [6.393, 6.843], "total_charge": -1}

***

# 2
{"formula": "C2H7NO2", "method": "ωB97M-V/def2-TZVPD", "species": ["C", "C", "N", "O", "H", "H", "H", "H", "H", "O", "H", "H"], "xyz": [[1.68415, -0.74874, 0.43408], [0.31177, -0.07040, 0.46494], [0.03156, 1.32151, 0.46510], [-0.65938, -0.75540, 0.41643], [2.20486, -0.69172, -0.45533], [1.42503, -1.84525, 0.74470], [2.31894, -0.53116, 1.25116], [0.90190, 1.79541, 0.32824], [-0.79672, 1.75160, -0.04672], [-2.84563, -0.28690, -1.15577], [-2.61883, 0.30911, -1.87074], [-1.95766, -0.24805, -0.57609]], "e_tot_ha": -285.62167, "smiles": "CC(N)=O.O", "largest_force_ha_per_bohr": 0.0843, "spin_multiplicity": 1, "gap_ev": 10.980, "total_charge": 0}

***

# 3
{"formula": "C18H19N2O7PSSe2Tc", "method": "ωB97M-V/def2-TZVPD", "species": ["Tc", "Se", "P", "Se", "C", "C", "C", "C", "C", "C", "C", "C", "C", "C", "C", "C", "H", "H", "H", "H", "H", "H", "H", "H", "H", "H", "O", "S", "O", "O", "O", "O", "C", "N", "O", "C", "O", "C", "N", "C", "C", "C", "H", "H", "H", "H", "H", "H", "H", "H", "H"], "xyz": [[-0.89018, -0.19131, -0.24317], [0.89227, 1.04309, -1.04566], [-1.26697, 3.57121, -0.51618], [-2.25618, 1.63434, 0.20432], [-0.95162, 3.22540, -2.28648], [-1.61379, 2.27508, -3.06261], [-1.28157, 2.10729, -4.39973], [-0.28904, 2.88690, -4.97556], [0.38036, 3.83306, -4.21102], [0.05858, 3.99256, -2.87235], [-2.79871, 4.57594, -0.57003], [-3.55229, 4.82217, -1.71467], [-4.69314, 5.60888, -1.64370], [-5.09476, 6.15123, -0.43155], [-4.34626, 5.91556, 0.71332], [-3.19929, 5.14142, 0.64132], [-2.38196, 1.65293, -2.62204], [-1.79730, 1.35992, -4.98890], [-0.02823, 2.74928, -6.01690], [1.16374, 4.43513, -4.65235], [0.60180, 4.71113, -2.26906], [-3.24804, 4.40527, -2.66564], [-5.27129, 5.79755, -2.53913], [-5.98667, 6.76210, -0.38017], [-4.64968, 6.34260, 1.66027], [-2.60714, 4.97180, 1.53400], [2.20559, 0.63105, 2.40056], [1.74364, -0.31875, 1.44746], [2.19682, -1.67424, 1.56132], [0.20255, -0.32050, 1.39862], [2.15896, 0.14930, -0.00818], [-2.09877, -2.78458, -3.23846], [-1.97308, -1.90116, -2.48152], [-1.88752, -0.97718, -1.71941], [-0.36584, -3.22012, 1.21110], [0.28912, -3.11399, 0.09187], [0.22453, -2.11787, -0.62175], [1.08548, -4.33951, -0.33350], [0.87265, -5.40445, 0.66138], [2.18543, -5.88267, 1.14356], [3.09168, -4.67424, 0.95948], [2.60274, -4.06735, -0.35581], [0.71951, -4.61312, -1.32423], [0.30566, -6.15608, 0.29458], [-0.11849, -4.13100, 1.53984], [2.53949, -6.72874, 0.54583], [2.10962, -6.20376, 2.18170], [4.14310, -4.95401, 0.92226], [2.95378, -3.95964, 1.76972], [3.04686, -4.57775, -1.21092], [2.81711, -3.00452, -0.43221]], "e_tot_ha": -6956.77919, "largest_force_ha_per_bohr": 0.0036, "spin_multiplicity": 2, "gap_ev": [6.386, 6.940], "total_charge": 0}

***

# 4
{"formula": "C5H11NO4S", "method": "ωB97M-V/def2-TZVPD", "species": ["C", "C", "C", "C", "C", "N", "O", "O", "O", "O", "S", "H", "H", "H", "H", "H", "H", "H", "H", "H", "H", "H"], "xyz": [[0.39235, -1.60695, 0.67921], [0.84829, 0.17153, 2.52174], [-2.21838, 1.03241, -2.31788], [1.89359, -0.69582, -0.83142], [1.41224, -0.67221, 1.41650], [2.04355, 0.08388, 0.31552], [0.69592, -1.64328, -0.57681], [-0.53135, -2.22547, 1.13213], [-0.95104, 0.78840, -0.19431], [-2.21828, -1.13632, -0.97103], [-1.12826, -0.01512, -1.39044], [-0.22911, 0.19622, 2.39473], [1.18361, -0.14551, 3.57536], [1.33026, 1.20721, 2.31088], [-1.66002, 1.99062, -2.71016], [-2.55309, 0.57079, -3.26315], [-2.89443, 1.44785, -1.64514], [2.79338, -1.34209, -1.01136], [1.78817, 0.07072, -1.68648], [2.17693, -1.50130, 1.61374], [-1.92731, -1.65104, -0.29323], [1.48218, 0.96235, 0.38000]], "e_tot_ha": -950.95445, "largest_force_ha_per_bohr": 0.1046, "spin_multiplicity": 1, "gap_ev": 9.895, "total_charge": 0}

***

# 5
{"formula": "C4H4N2", "method": "ωB97M-V/def2-TZVPD", "species": ["C", "N", "C", "C", "C", "N", "H", "H", "H", "H"], "xyz": [[1.12042, 0.72141, -0.09941], [-0.17271, 0.81494, 0.56883], [-1.28631, 0.58839, -0.30419], [-0.97767, -0.45689, 0.42025], [-0.70306, -1.77901, 0.56123], [-0.37064, -2.89685, 0.50652], [1.03095, 0.02412, -0.83403], [1.91159, 0.18862, 0.63281], [1.29558, 1.72325, -0.44191], [-1.84815, 1.07202, -1.01011]], "e_tot_ha": -264.15341, "smiles": "CN1C=C1C#N", "largest_force_ha_per_bohr": 0.0719, "spin_multiplicity": 1, "gap_ev": 8.501, "total_charge": 0}

***

# 6
{"formula": "C9H14N3S", "method": "ωB97M-V/def2-TZVPD", "species": ["C", "N", "C", "N", "C", "N", "S", "C", "C", "C", "C", "C", "C", "H", "H", "H", "H", "H", "H", "H", "H", "H", "H", "H", "H", "H", "H"], "xyz": [[-2.32480, 0.34733, 0.01323], [-1.48950, -0.70201, 0.64561], [-1.64849, -0.58365, 2.09348], [-0.06616, -0.74674, 0.39438], [0.25007, -2.38082, -0.33971], [1.56687, -2.57832, -0.42515], [-1.03037, -3.35602, -0.47170], [0.60050, 0.34570, -0.22542], [1.17366, 1.24470, 0.63411], [1.82993, 2.28394, 0.06987], [1.96903, 2.37846, -1.31601], [1.44991, 1.45699, -2.19203], [0.66584, 0.47719, -1.61062], [-2.09383, 1.25729, 0.43895], [-2.41378, 0.33414, -1.06254], [-3.23835, 0.18923, 0.64647], [-1.88945, -1.63554, 0.30103], [-1.23316, 0.26276, 2.63490], [-2.76087, -0.66910, 2.33957], [-1.13596, -1.34353, 2.64112], [2.10842, -1.83889, -0.07056], [1.88715, -3.54264, -0.27592], [1.28616, 1.20743, 1.70753], [2.35965, 3.09249, 0.53704], [2.26423, 3.38566, -1.74167], [1.38130, 1.51938, -3.27039], [0.53198, -0.40542, -2.09557]], "e_tot_ha": -913.43788, "smiles": "C[NH+](C)N(C(N)=S)c1ccccc1", "largest_force_ha_per_bohr": 0.0857, "spin_multiplicity": 1, "gap_ev": 9.409, "total_charge": 1}

***

# 7
{"formula": "C41H58AsBrN2O7SSbSi4Y", "method": "ωB97M-V/def2-TZVPD", "species": ["Y", "O", "As", "O", "O", "C", "C", "C", "C", "C", "C", "S", "O", "O", "O", "H", "H", "H", "H", "H", "Br", "C", "C", "C", "C", "C", "C", "C", "C", "C", "C", "H", "H", "H", "H", "H", "H", "C", "Sb", "C", "C", "C", "C", "C", "C", "N", "Si", "C", "C", "C", "C", "C", "C", "C", "C", "C", "N", "Si", "C", "C", "C", "Si", "C", "C", "C", "H", "H", "H", "H", "H", "H", "H", "H", "H", "H", "H", "H", "H", "H", "H", "H", "H", "H", "H", "H", "H", "H", "H", "H", "H", "H", "H", "H", "H", "H", "H", "H", "H", "H", "H", "H", "H", "H", "C", "Si", "C", "C", "O", "H", "H", "H", "H", "H", "H", "H", "H", "H"], "xyz": [[-1.77155, 0.39980, 1.12084], [2.20997, 2.86918, 2.07400], [0.62711, 2.23062, 2.57375], [-0.13627, 3.45234, 3.32633], [-0.03247, 1.63960, 1.12259], [1.27463, 0.70758, 3.60590], [2.60938, 0.35509, 3.42579], [3.15017, -0.73726, 4.09085], [2.36304, -1.48390, 4.95253], [1.03115, -1.14372, 5.13934], [0.48723, -0.06031, 4.46663], [-1.25856, 0.26191, 4.70896], [-1.88745, -0.99413, 5.02735], [-1.36731, 1.30565, 5.69480], [-1.59352, 0.75911, 3.34191], [2.07962, 3.81990, 1.98705], [3.22115, 0.92899, 2.74428], [4.18443, -1.01143, 3.92152], [2.77830, -2.34687, 5.45970], [0.38225, -1.74303, 5.76449], [-4.66925, -0.74230, 1.37572], [-4.26050, -2.50656, 1.96447], [-5.29816, -3.36287, 2.18674], [-5.03531, -4.64255, 2.72086], [-3.75786, -4.99267, 3.04470], [-2.67771, -4.10158, 2.82249], [-1.36307, -4.44831, 3.21417], [-0.33548, -3.58362, 2.97760], [-0.57842, -2.36237, 2.31283], [-1.82950, -1.92639, 1.92621], [-2.89769, -2.82907, 2.22191], [-6.31365, -3.05516, 1.97581], [-5.85847, -5.32637, 2.89134], [-3.54553, -5.96089, 3.48641], [-1.19536, -5.40513, 3.69834], [0.67472, -3.84256, 3.28053], [0.29588, -1.73323, 2.13317], [3.37409, -1.35318, -1.96817], [1.99461, -0.18431, -0.73757], [0.47460, -1.65913, -1.02167], [-0.87564, -1.59989, -1.38925], [-1.46961, -2.68138, -2.13978], [-2.73421, -2.60733, -2.63207], [-3.51486, -1.45828, -2.39818], [-2.94823, -0.49153, -1.61264], [-1.70938, -0.54950, -1.08762], [1.12269, -3.35401, -0.62327], [-0.20887, -4.55314, -0.00273], [2.44565, -3.26029, 0.73467], [1.94170, -4.34881, -2.03723], [2.09131, 1.46018, -2.33756], [0.95765, 2.43705, -2.14321], [1.06746, 3.71101, -1.58407], [-0.05087, 4.52144, -1.48908], [-1.26317, 4.06014, -1.96509], [-1.28572, 2.79308, -2.51824], [-0.22106, 2.01136, -2.61272], [1.80495, 0.84806, -4.13585], [3.40033, 0.29017, -5.01462], [0.63229, -0.58811, -4.38652], [1.21010, 2.26784, -5.23766], [3.79626, 2.29392, -2.11499], [4.04146, 3.65441, -3.40544], [4.11627, 3.09039, -0.42964], [5.35317, 1.21891, -2.22641], [4.06519, -1.95195, -1.37369], [3.94745, -0.69534, -2.60808], [2.77173, -2.00919, -2.59184], [-0.86063, -3.53782, -2.39621], [-3.12315, -3.42560, -3.22938], [-4.51864, -1.34222, -2.78103], [-3.50871, 0.40447, -1.35511], [-1.13043, -4.06181, 0.30839], [0.17985, -5.10057, 0.85954], [-0.45570, -5.28643, -0.77581], [2.13029, -2.63405, 1.57229], [3.41101, -2.88964, 0.38295], [2.60378, -4.27326, 1.12016], [1.39919, -4.21407, -2.97761], [1.90950, -5.41404, -1.78427], [2.98271, -4.07538, -2.21280], [2.00874, 4.06581, -1.19613], [0.02457, 5.49574, -1.01975], [-2.17357, 4.63200, -1.88171], [-2.21329, 2.38371, -2.90157], [3.65186, -0.74643, -4.78262], [4.27931, 0.90341, -4.82616], [3.19670, 0.34784, -6.08907], [0.94596, -1.49955, -3.87672], [0.60222, -0.78425, -5.46563], [-0.37221, -0.34478, -4.04267], [1.80487, 3.17525, -5.11694], [0.16739, 2.52057, -5.04802], [1.30272, 1.94388, -6.27926], [3.24451, 4.39928, -3.35362], [4.07581, 3.27358, -4.42729], [4.99065, 4.15874, -3.19838], [3.67341, 4.07486, -0.27940], [5.20214, 3.21900, -0.36817], [3.79358, 2.46164, 0.40113], [5.51885, 0.67126, -3.15061], [5.42097, 0.51171, -1.39820], [6.17554, 1.93358, -2.11008], [-3.04923, 4.75312, 2.08743], [-3.97775, 3.13293, 1.84424], [-4.44405, 2.52207, 3.55907], [-5.61838, 3.53937, 0.97873], [-3.17450, 2.05513, 0.94365], [-3.74478, 5.51686, 2.45318], [-2.59467, 5.12128, 1.16764], [-2.24394, 4.61178, 2.81218], [-5.12456, 1.66759, 3.52124], [-4.95347, 3.34025, 4.08204], [-3.56970, 2.24117, 4.14684], [-6.25187, 4.18189, 1.59837], [-6.17232, 2.61985, 0.76858], [-5.45387, 4.05022, 0.02489]], "e_tot_ha": -8878.25268, "largest_force_ha_per_bohr": 0.0202, "spin_multiplicity": 1, "gap_ev": 5.854, "total_charge": -2}

***

# 8
{"formula": "C28H14F10N2O2S2Ti", "method": "ωB97M-V/def2-TZVPD", "species": ["Ti", "C", "C", "N", "N", "C", "S", "S", "C", "C", "C", "C", "C", "C", "C", "C", "C", "C", "C", "C", "C", "O", "H", "H", "H", "H", "H", "H", "H", "H", "H", "H", "H", "H", "H", "H", "F", "C", "C", "C", "F", "C", "F", "C", "F", "C", "F", "F", "C", "C", "F", "C", "F", "C", "O", "C", "F", "C", "F"], "xyz": [[1.03024, 0.40725, 0.01653], [-0.15338, 2.57094, -2.06055], [-0.42295, 1.33225, -1.23972], [-0.57443, 1.43204, 0.13918], [-1.80253, 1.16455, 0.75035], [-1.72634, 0.20246, 1.59208], [-0.28748, -0.75156, 1.80444], [-3.19610, -0.03327, 2.56797], [-3.27062, -1.85451, 2.63826], [-4.20504, -2.43236, 1.61732], [-5.45017, -2.93757, 1.97837], [-6.31556, -3.45719, 1.02298], [-5.94075, -3.47645, -0.31226], [-4.69909, -2.97121, -0.68252], [-3.83781, -2.45287, 0.27157], [-1.12497, 0.19392, -1.92589], [-2.30214, 0.26740, -2.64954], [-2.82969, -0.85943, -3.28169], [-2.16130, -2.07296, -3.17453], [-0.97963, -2.17181, -2.44945], [-0.44832, -1.04198, -1.82203], [0.70588, -1.07195, -1.16163], [0.37007, 3.30823, -1.44848], [-1.08380, 3.03468, -2.42173], [0.47170, 2.33795, -2.92611], [-3.54880, -2.14141, 3.65218], [-2.24594, -2.18551, 2.46148], [-5.74348, -2.92049, 3.02310], [-7.28265, -3.84480, 1.32328], [-6.61207, -3.87914, -1.06171], [-4.39055, -2.97136, -1.71990], [-2.87828, -2.04620, -0.03431], [-2.82043, 1.21801, -2.71970], [-3.75350, -0.78893, -3.84514], [-2.56558, -2.95606, -3.66000], [-0.44635, -3.11143, -2.36194], [3.91015, -1.45636, -0.24800], [3.85813, -1.00723, 1.02982], [2.84284, -0.16656, 1.43302], [2.91268, 0.21576, 2.75820], [1.99686, 1.07346, 3.26382], [3.90258, -0.19225, 3.63590], [3.93838, 0.21995, 4.92176], [4.88799, -1.04374, 3.17824], [5.86577, -1.46435, 4.00861], [4.86954, -1.45743, 1.86289], [5.84209, -2.29142, 1.42881], [5.44474, 6.00871, -0.42108], [4.71887, 4.87883, -0.58790], [4.91603, 4.06969, -1.69082], [5.83943, 4.42305, -2.60765], [4.18329, 2.91436, -1.86190], [4.41386, 2.17333, -2.96157], [3.20448, 2.48496, -0.93813], [2.51321, 1.42204, -1.10107], [3.03956, 3.34857, 0.16652], [2.10138, 3.01807, 1.06990], [3.76594, 4.50477, 0.34294], [3.55402, 5.28454, 1.41744]], "e_tot_ha": -3979.98964, "largest_force_ha_per_bohr": 0.0101, "spin_multiplicity": 1, "gap_ev": 5.923, "total_charge": -2}